{"formula": "C34H51F9N8O12", "method": "ωB97M-V with the def2-TZVPD basis set", "symbols": ["F", "F", "F", "F", "F", "F", "F", "F", "F", "O", "O", "O", "O", "O", "O", "O", "O", "O", "O", "O", "O", "N", "N", "N", "N", "N", "N", "N", "N", "C", "C", "C", "C", "C", "C", "C", "C", "C", "C", "C", "C", "C", "C", "C", "C", "C", "C", "C", "C", "C", "C", "C", "C", "C", "C", "C", "C", "C", "C", "C", "C", "C", "C", "H", "H", "H", "H", "H", "H", "H", "H", "H", "H", "H", "H", "H", "H", "H", "H", "H", "H", "H", "H", "H", "H", "H", "H", "H", "H", "H", "H", "H", "H", "H", "H", "H", "H", "H", "H", "H", "H", "H", "H", "H", "H", "H", "H", "H", "H", "H", "H", "H", "H", "H"], "positions_angstrom": [[8.18772, 1.51420, 4.27840], [8.62449, -0.54946, 3.81155], [-0.54320, 1.10866, -5.23026], [1.35125, 0.26775, 1.95040], [-0.70429, 0.30620, 2.33674], [0.21924, -1.49574, 2.47161], [8.61004, 0.11176, 5.94902], [0.97208, 0.50610, -3.68080], [1.54670, 0.67159, -5.78569], [4.49916, -2.18304, -3.39604], [0.77922, -1.17813, -0.38894], [3.56839, -1.43006, -5.39831], [0.73483, -2.10727, -4.45678], [-4.16398, 3.39974, 5.11805], [-3.45061, 5.56580, 4.78593], [-2.37119, 3.96344, 3.86069], [6.23527, -1.24019, 5.32234], [5.79669, 0.58128, 3.88188], [-1.24521, -0.16992, -0.16384], [-0.66282, -1.47092, -6.12366], [5.40691, -2.87182, -5.24403], [-3.34638, -3.55009, 0.32175], [0.24609, -5.26047, -0.46399], [-5.04664, 3.14681, -2.18041], [-4.14527, 0.18010, 2.35663], [-4.40626, 5.39225, 1.40677], [2.48858, 2.85994, 2.18945], [-2.92514, 5.16560, -5.70257], [0.52267, -0.98573, 5.31054], [8.03190, 0.26104, 4.72539], [-2.73343, 3.58114, 0.45665], [0.37820, -0.24424, 6.19033], [1.02755, -4.83030, 0.23870], [4.52010, -0.87885, 2.57863], [2.59879, 2.23608, -0.43752], [4.40765, -2.07833, -4.75014], [-3.71057, -0.79683, 2.84038], [0.13944, 0.67325, 7.27993], [-2.09506, 2.65458, 3.58090], [-3.20560, 4.05859, -5.47509], [4.47926, 0.24643, 3.60153], [5.61553, -2.92420, -6.64886], [1.99740, -4.27580, 1.16245], [0.63779, -3.45403, -4.68759], [0.50063, 0.31005, -4.96577], [-3.51228, 2.62276, -5.14041], [2.52676, 2.58153, 1.06142], [-3.64022, 4.60913, 1.03192], [-3.04312, 0.06206, -1.80252], [6.58878, -0.24031, 4.70025], [-3.39378, 4.23975, 4.58882], [-7.45146, 2.20123, -2.66588], [-4.06478, 6.08468, 5.95475], [-6.12996, 2.74285, -2.39297], [-2.66960, -4.36749, -2.04661], [-3.24665, -2.01298, 3.44218], [-0.03595, -0.57231, 0.32829], [-3.04646, -3.91309, -0.75271], [0.15481, -1.17981, -5.26390], [0.20706, -0.35143, 1.81058], [3.54924, -1.39727, -2.61420], [1.10722, -4.12453, -3.41535], [-1.63539, -0.51252, -1.47669], [-7.43347, 1.11142, -2.65603], [-3.37809, -2.06320, 4.52306], [-2.92172, 1.95567, 3.45337], [-3.34215, 2.47259, -4.07430], [0.96794, -5.19904, -3.53419], [0.98558, 1.03115, 7.86649], [5.92725, -1.97270, -7.07963], [1.84681, 2.75291, -1.03376], [-2.71668, 3.71306, -0.62521], [4.72580, -3.28533, -7.16468], [4.76684, -1.85436, 2.99768], [-2.68854, 2.13352, -5.66023], [2.15510, -3.86373, -3.26694], [2.52387, 1.16617, -0.63189], [-1.33418, 2.39863, 2.84358], [2.56071, -5.01722, 1.72909], [3.52149, -0.35621, -2.93596], [1.27451, -3.56569, -5.56521], [-1.57911, 2.24249, 4.44812], [3.61361, -0.95456, 1.97809], [-0.90028, -0.15482, -2.19763], [1.52181, -3.56890, 1.84229], [-1.61636, -1.58271, -1.68264], [-5.13465, 5.98204, 5.77329], [-3.34249, -0.24768, -2.80379], [2.53215, -1.78020, -2.53060], [-0.59710, 0.22755, 7.94848], [3.55629, 2.59198, -0.81783], [4.03814, -0.00417, 4.56627], [-3.44004, -2.97024, 2.95807], [-4.43519, 2.16813, -5.50049], [6.41644, -3.62472, -6.88532], [-1.73572, 3.89091, 0.76762], [4.03924, 1.16777, 3.21993], [0.52154, -3.73769, -2.58142], [-3.85868, 5.49761, 6.84971], [-2.77985, -3.60632, -2.81899], [-2.97875, 2.53599, 0.64531], [3.91907, -1.26167, -1.59786], [-3.74820, -0.42536, -1.12919], [-3.91003, 7.11837, 6.26399], [-0.37874, 1.52052, 6.83080], [-3.17679, 1.13690, -1.68032], [2.71249, -3.66356, 0.61298], [-3.31962, -5.21592, -2.26042], [-0.36940, -3.66237, -5.04849], [-1.62323, -4.67283, -2.04671], [-8.24589, 2.42911, -1.95522], [-7.84616, 2.54316, -3.62265], [5.23517, -0.75771, 1.76494], [-2.16289, -1.97794, 3.33115]], "multiplicity": 2, "homo_lumo_gap_ev": [2.8, 7.7], "lumo_energy_ev": [2.097, 2.096], "total_charge": -1}

{"formula": "C23H29N3O4S", "method": "ωB97M-V with the def2-TZVPD basis set", "symbols": ["S", "O", "O", "O", "O", "N", "N", "N", "C", "C", "C", "C", "C", "C", "C", "C", "C", "C", "C", "C", "C", "C", "C", "C", "C", "C", "C", "C", "C", "C", "C", "H", "H", "H", "H", "H", "H", "H", "H", "H", "H", "H", "H", "H", "H", "H", "H", "H", "H", "H", "H", "H", "H", "H", "H", "H", "H", "H", "H", "H"], "positions_angstrom": [[1.79108, 0.31904, -2.28234], [-4.77023, -1.94256, 0.16634], [-1.65561, 3.54237, -0.70922], [-5.62938, 0.44384, 0.60555], [0.08588, -3.13779, -1.91608], [-0.52048, -0.28134, -1.31443], [-0.10114, 2.02711, -1.37762], [1.73889, -2.27702, -0.63694], [-2.60296, -1.15654, -0.57277], [0.97244, -2.33244, -1.74400], [-3.53566, 1.44058, -0.11303], [2.45349, -3.07732, 1.64337], [2.07885, 2.49957, 0.49296], [1.54692, -3.16691, 0.46164], [-1.36926, 2.37212, -0.87393], [1.39172, -1.36078, -2.84347], [2.55372, -4.25512, 0.71860], [-6.16970, 1.72063, 0.84511], [-4.38040, -3.27482, -0.07398], [1.99085, 0.61162, 2.12360], [-2.23716, 1.24265, -0.60162], [3.53957, 2.28466, 0.21160], [0.83211, 3.11236, -1.59898], [-1.77412, -0.05901, -0.82674], [1.41519, 3.61348, -0.26818], [3.51489, 0.68497, 2.12896], [-4.35650, 0.36626, 0.13853], [-3.88161, -0.95932, -0.10039], [0.22973, 0.72542, -1.56750], [1.39909, 1.74570, 1.34676], [4.02605, 0.92905, 0.71417], [-7.18383, 1.54757, 1.20124], [-5.24609, -3.88354, 0.18145], [5.11702, 0.89231, 0.68900], [1.62345, 2.75804, -2.26242], [2.03351, -3.22005, 2.62686], [0.49918, -3.39814, 0.60700], [3.93653, -0.23506, 2.53993], [3.64901, 0.14893, 0.04899], [2.19610, -5.21504, 1.05442], [3.25273, -2.35198, 1.61336], [3.71846, 2.36671, -0.86346], [3.41138, -4.31110, 0.06625], [2.30131, -1.72389, -3.32586], [-2.20042, -2.13378, -0.78057], [-5.60253, 2.26010, 1.61041], [-3.85348, 2.45821, 0.04656], [0.59682, 4.03594, 0.31632], [0.28226, 3.92661, -2.07861], [2.13227, 4.40540, -0.48845], [2.47235, -1.58607, -0.57194], [0.59041, -1.29551, -3.57809], [3.83317, 1.51089, 2.76823], [1.60944, 0.63343, 3.14763], [4.10750, 3.08466, 0.69840], [-6.20285, 2.32089, -0.06970], [0.34609, 1.93260, 1.51591], [-4.11830, -3.43289, -1.12420], [1.65506, -0.33242, 1.68031], [-3.53280, -3.56328, 0.55505]], "multiplicity": 1, "homo_lumo_gap_ev": 8.3, "e_above_lowest_kcal_mol": 44.6, "lumo_energy_ev": 0.492, "smiles": "COc1cc2nc(SCC(=O)NC3CC3)n(CCC3=CCCCC3)c(=O)c2cc1OC"}

{"formula": "C3H15NO4", "method": "ωB97M-V with the def2-TZVPD basis set", "symbols": ["O", "O", "O", "O", "N", "C", "C", "C", "H", "H", "H", "H", "H", "H", "H", "H", "H", "H", "H", "H", "H", "H", "H"], "positions_angstrom": [[-0.57215, 0.86188, -2.17062], [2.18744, -0.98325, -0.03771], [-0.11676, -1.89871, -1.77482], [0.06674, -2.47193, 0.76926], [0.40366, 1.38172, 0.57330], [0.86385, 2.53327, 0.93093], [-1.98372, 0.71222, 0.90003], [-0.58019, 0.88086, 1.47652], [0.72308, 3.01445, 1.87485], [-0.38131, 0.84381, -1.16241], [0.67685, -1.61490, -2.24258], [1.75814, -0.10719, -0.20233], [-0.67440, 1.43202, 2.45475], [-2.60388, 0.20070, 1.75129], [-2.05705, 0.15613, 0.01477], [1.44626, -1.54566, 0.09253], [-2.57778, 1.60359, 0.76735], [1.30080, 3.23385, 0.26123], [-1.29324, 1.45773, -2.22905], [-0.27518, -0.17696, 1.72956], [-0.29679, -2.35248, -0.11835], [-0.14201, -3.35806, 1.05998], [-0.75082, -1.28109, -2.19846]], "multiplicity": 1, "homo_lumo_gap_ev": 10.9, "e_above_lowest_kcal_mol": 38.1, "lumo_energy_ev": 0.628, "smiles": "C=NCC.O.O.O.O"}

{"formula": "C29H29HoN2O5", "method": "ωB97M-V with the def2-TZVPD basis set", "symbols": ["Ho", "O", "O", "O", "O", "O", "N", "N", "C", "C", "C", "C", "C", "C", "C", "C", "C", "C", "C", "C", "C", "C", "C", "C", "C", "C", "C", "C", "C", "C", "C", "C", "C", "C", "C", "C", "C", "H", "H", "H", "H", "H", "H", "H", "H", "H", "H", "H", "H", "H", "H", "H", "H", "H", "H", "H", "H", "H", "H", "H", "H", "H", "H", "H", "H", "H"], "positions_angstrom": [[0.15152, 0.69815, 0.58361], [0.40842, -0.56420, 2.59744], [0.24054, 0.07731, 9.61931], [-0.88852, 1.24412, 2.53225], [-0.87148, 1.87593, -0.89169], [-1.45318, 1.46578, 9.34089], [-0.53243, 0.74082, 8.89208], [-1.61517, 1.67684, -3.10311], [2.61373, 0.30073, 1.26767], [0.63625, 1.80214, -4.17233], [1.77301, -0.15956, -4.99576], [-3.41231, -1.36069, -2.32723], [-1.30613, 1.39468, 6.67504], [-0.27996, 0.31979, 3.21984], [-0.62386, 2.54629, -3.84871], [-2.16183, -2.60469, 0.20684], [2.49254, -0.57170, 0.15640], [-1.28754, -2.16300, -3.46446], [2.20577, 0.20942, -0.99141], [0.58248, 0.53285, -4.74593], [-1.18453, -2.87896, 1.19086], [-0.38877, 0.67978, 7.47977], [-0.11769, -2.88051, -0.84278], [-1.50893, -2.56051, -1.06196], [-0.34568, 0.35974, 4.70711], [2.36664, 1.64311, 0.82475], [-1.91246, -1.62625, -2.18393], [-1.18985, -0.32905, -1.59953], [3.00925, 0.42511, -4.72667], [-1.27415, 1.15410, -1.90876], [0.08206, -3.02514, 0.54417], [3.05484, 1.73753, -4.26114], [1.87588, 2.44086, -4.02648], [2.17839, 1.58816, -0.59317], [0.57779, -0.34423, 5.51754], [-1.28916, 1.21432, 5.29704], [0.58669, -0.16555, 6.90244], [1.04112, -3.21061, 1.02266], [2.96929, 0.00560, 2.25551], [-2.54433, 2.10253, -3.07871], [-0.18728, -2.14922, -3.42578], [1.30617, -0.66371, 7.56030], [-0.09742, -0.58942, -1.60434], [2.18089, 2.44776, -1.26237], [-3.80660, -0.78823, -1.47631], [0.66282, -2.88786, -1.60270], [4.01970, 2.19922, -4.06867], [-3.58526, -0.78081, -3.24601], [-1.17218, 2.89688, -4.73420], [1.72345, -1.17044, -5.39195], [-1.61254, -1.58992, -4.34153], [-1.59625, -3.21470, -3.62100], [-0.38988, 0.10515, -5.01096], [2.17976, -0.18193, -2.00674], [-3.98781, -2.29507, -2.41166], [1.30017, -1.01582, 5.05075], [-3.20614, -2.34440, 0.36426], [1.91001, 3.48841, -3.71339], [3.92185, -0.13640, -4.91672], [-0.36274, 3.42899, -3.24675], [-1.60639, -0.34607, -0.54926], [2.74293, -1.63171, 0.14131], [2.38811, 2.54470, 1.44139], [-1.36333, -2.95108, 2.25645], [-2.02226, 2.07534, 7.13535], [-1.99801, 1.75933, 4.67106]], "multiplicity": 5, "homo_lumo_gap_ev": [5.0, 5.0], "lumo_energy_ev": [-1.282, -1.276]}

{"formula": "C3H9O2PS", "method": "ωB97M-V with the def2-TZVPD basis set", "symbols": ["S", "P", "O", "O", "C", "C", "C", "H", "H", "H", "H", "H", "H", "H", "H", "H"], "positions_angstrom": [[-1.67298, -0.64925, -0.24608], [0.53413, -0.31079, -0.49474], [-1.53214, -1.20445, 1.13074], [0.94712, 0.13330, -1.83476], [1.21273, -2.01056, -0.18269], [1.16955, 0.76813, 0.87519], [-2.16900, 1.71738, -0.51676], [0.97318, 0.48005, 1.92485], [0.91049, 1.92498, 0.63654], [2.27206, 0.72278, 0.85201], [-1.88392, 1.73262, -1.50903], [1.23310, -2.13749, 0.80704], [-1.62354, 2.33567, 0.14749], [0.54264, -2.75449, -0.61558], [2.21333, -2.13781, -0.70990], [-3.12675, 1.38992, -0.26431]], "multiplicity": 1, "homo_lumo_gap_ev": [8.5, 8.5], "e_above_lowest_kcal_mol": 73.2, "lumo_energy_ev": [-0.519, -0.516]}

{"formula": "C8H12N2O2", "method": "ωB97M-V with the def2-TZVPD basis set", "symbols": ["O", "O", "N", "N", "C", "C", "C", "C", "C", "C", "C", "C", "H", "H", "H", "H", "H", "H", "H", "H", "H", "H", "H", "H"], "positions_angstrom": [[-3.97220, 0.07626, -0.38190], [2.09223, -0.62780, -0.98305], [-3.24459, 1.18580, -0.01614], [-1.25761, 0.02006, 0.58495], [2.59176, 1.33974, 0.14264], [-3.11958, -1.03637, -0.58032], [2.89774, -0.90810, 0.91977], [3.47998, -0.62024, -0.48512], [-1.90939, 1.08753, 0.30788], [1.84641, 0.02173, 0.30191], [3.75457, 0.90298, -0.37532], [-2.15488, -1.13195, 0.59470], [4.67198, 1.44057, -0.51276], [-3.78834, -1.91928, -0.66137], [2.34561, 2.36500, 0.40064], [-1.44178, 2.08594, 0.28554], [-3.58478, 2.00661, -0.50483], [0.79327, 0.02719, 0.60710], [-1.56740, -2.06617, 0.52575], [-2.55280, -0.89068, -1.50740], [3.41892, -0.59330, 1.81931], [-2.77249, -1.18158, 1.49956], [2.52618, -1.92934, 0.99597], [4.18721, -1.30570, -0.96641]], "multiplicity": 1, "homo_lumo_gap_ev": 9.7, "e_above_lowest_kcal_mol": 148.2, "lumo_energy_ev": 0.826}